97
Properties=species:S:1:pos:R:3:forces:R:3:lowdin_charge:R:1 method="wB97M-V/def2-TZVPD" homo_lumo_gap_ev="6.1 / 6.1" total_charge=+2 spin_multiplicity=1 e_tot_ha=-12904.85776 de_lowest_kcal_mol=0.0
Tc 1.34818 0.11230 0.04785 0.804 0.278 0.997 0.456
O 2.12386 -1.54064 -0.78529 -0.032 -0.145 -0.037 -0.405
N 3.46322 -1.67313 -0.83007 -0.072 0.085 0.080 -0.165
C 3.94793 -2.62430 -1.66227 0.019 -0.071 -0.057 -0.015
C 5.28877 -2.85717 -1.71869 -0.015 0.010 -0.001 -0.019
C 6.14419 -2.09828 -0.90621 -0.004 0.018 0.019 -0.024
C 5.62518 -1.13403 -0.08268 0.034 -0.041 -0.041 -0.055
C 4.24139 -0.90118 -0.04642 0.122 -0.039 -0.016 -0.603
S 3.51519 0.28911 0.95196 -0.186 0.088 -0.053 0.758
H 3.19545 -3.12669 -2.25021 0.009 -0.002 0.001 0.126
H 5.66955 -3.61017 -2.39145 -0.002 -0.006 -0.007 0.123
H 7.21170 -2.26559 -0.93749 0.007 -0.003 -0.002 0.125
H 6.25548 -0.52038 0.54480 0.004 -0.006 0.001 0.120
C -1.12295 -3.01708 2.24675 0.068 0.016 0.033 -0.041
C 0.31060 -3.32569 1.81860 -0.071 0.013 0.004 -0.355
C 0.35528 -3.80469 0.37206 0.076 0.074 0.001 -0.065
C 1.29118 -2.18238 2.16951 0.038 -0.173 0.046 -0.255
C 1.59867 -2.15983 3.66803 0.056 -0.089 -0.028 -0.047
O 0.79733 -1.07098 4.16294 -0.122 0.134 0.034 0.032
C 0.44981 -0.33064 3.11434 0.072 -0.023 0.026 -0.333
N 0.74815 -0.80476 1.95450 -0.045 0.031 -0.176 -0.001
C -0.30345 0.88492 3.45546 -0.099 0.051 0.022 -0.166
C -1.04508 0.83546 4.63607 0.010 -0.009 0.024 0.009
C -1.85167 1.89827 5.00349 -0.003 -0.006 0.014 -0.031
C -1.90802 3.02667 4.20265 -0.003 0.020 0.000 -0.031
C -1.15257 3.09332 3.04135 -0.021 -0.015 0.053 -0.050
C -0.34702 2.02893 2.65100 -0.056 -0.048 0.018 -0.298
P 0.71007 2.20525 1.18751 0.048 -0.152 -0.231 0.958
C 2.20517 2.97585 1.85099 0.076 0.088 0.046 -0.423
C 2.55521 2.83439 3.19110 0.003 0.044 -0.074 -0.083
C 3.77055 3.32685 3.64557 0.039 0.012 0.025 -0.057
C 4.63596 3.96161 2.76944 0.029 0.009 0.020 -0.056
C 4.29007 4.10732 1.43174 0.002 0.004 -0.020 -0.057
C 3.08314 3.61195 0.97019 0.008 -0.018 0.066 -0.148
C -0.10984 3.50362 0.21649 -0.068 0.024 0.057 -0.401
C 0.16820 4.85324 0.42641 0.018 -0.078 -0.014 -0.086
C -0.51890 5.82286 -0.28898 0.001 0.059 -0.006 -0.050
C -1.49048 5.45831 -1.20806 -0.030 0.027 -0.022 -0.051
C -1.78016 4.11668 -1.41651 0.013 -0.011 -0.001 -0.060
C -1.09179 3.14791 -0.70677 0.016 0.009 0.006 -0.135
H -1.74530 -3.90585 2.14556 -0.007 -0.008 0.002 0.093
H -1.55429 -2.23308 1.62017 0.013 0.020 -0.014 0.055
H -1.18392 -2.68970 3.28679 -0.017 -0.002 0.014 0.090
H 0.66783 -4.16514 2.42535 -0.015 0.008 -0.011 0.141
H -0.01409 -3.04974 -0.32142 -0.022 0.032 -0.019 0.021
H -0.26749 -4.69357 0.26360 -0.005 -0.009 0.005 0.089
H 1.37020 -4.06352 0.06820 0.005 0.001 -0.009 0.079
H 2.20732 -2.28744 1.59058 -0.016 -0.072 0.029 0.113
H 2.64173 -1.93787 3.89622 -0.035 0.015 -0.014 0.140
H 1.28711 -3.06302 4.18792 0.035 0.018 -0.006 0.140
H -0.99243 -0.04492 5.26011 -0.011 0.002 -0.001 0.128
H -2.43015 1.84341 5.91529 -0.003 0.003 0.007 0.120
H -2.53031 3.86559 4.48347 -0.010 0.002 0.009 0.121
H -1.19427 3.98911 2.43709 0.006 -0.021 0.002 0.108
H 1.88367 2.35624 3.89183 -0.008 -0.006 0.012 0.105
H 4.03319 3.22121 4.68970 0.010 0.004 -0.002 0.114
H 5.57913 4.35077 3.12860 0.004 0.003 0.001 0.114
H 4.96104 4.60938 0.74754 0.004 0.002 0.004 0.116
H 2.82105 3.73174 -0.07482 0.000 0.001 0.003 0.079
H 0.92236 5.15173 1.14237 -0.004 0.009 0.008 0.113
H -0.28923 6.86731 -0.12696 -0.008 0.009 0.000 0.116
H -2.01942 6.21918 -1.76592 0.003 0.008 -0.006 0.115
H -2.52528 3.82210 -2.14488 0.009 0.016 0.016 0.106
H -1.31725 2.10632 -0.88940 -0.005 -0.018 0.026 0.041
Se -1.38540 1.25438 -4.71217 -0.148 -0.066 0.068 0.008
Sb 0.57635 0.38208 -3.72064 0.111 -0.051 0.048 0.037
Se 1.83862 1.53638 -1.77300 -0.058 0.188 -0.413 0.259
Se -0.56485 -0.49876 -1.28509 -1.273 -0.427 -0.625 0.631
Se 1.88889 -1.25588 -4.79766 0.031 0.070 0.076 0.023
C -1.39398 -1.78533 -7.08454 0.029 -0.226 0.097 -0.179
Si -1.95053 -2.80823 -5.67318 -0.023 0.084 0.035 0.887
C -0.79885 -3.58827 -4.46805 -0.165 0.084 -0.128 -0.194
C -3.72202 -3.24947 -5.40317 0.259 0.130 -0.065 -0.156
C -2.33004 -0.52851 -1.38341 0.379 0.108 0.151 -0.509
Si -3.75728 -0.47257 -0.10505 -0.026 0.091 0.166 0.474
C -4.25614 -2.27065 0.17337 0.096 0.155 -0.016 -0.162
C -5.08118 0.51546 -0.99162 0.167 -0.100 0.094 -0.166
C -3.12875 0.37739 1.44189 -0.019 -0.146 -0.226 -0.159
H -2.18377 -1.60763 -7.81260 -0.037 -0.032 0.018 0.055
H -0.52370 -2.23807 -7.56594 -0.010 -0.057 0.001 0.058
H -1.05187 -0.82197 -6.68838 -0.037 0.003 0.066 -0.026
H 0.20904 -3.69664 -4.86307 -0.029 -0.010 -0.038 0.005
H -1.20044 -4.54719 -4.13365 -0.020 -0.003 -0.021 0.054
H -0.71491 -2.93827 -3.58766 -0.027 0.013 -0.033 0.018
H -3.82405 -4.32208 -5.60850 0.032 -0.009 -0.042 0.061
H -4.42375 -2.71058 -6.03520 0.032 0.050 -0.023 0.050
H -3.99679 -3.12415 -4.35354 0.029 0.035 0.026 0.045
H -2.64049 -0.55382 -2.43227 0.078 -0.052 -0.039 -0.025
H -3.49526 -2.97824 -0.16067 0.024 0.031 -0.003 0.024
H -5.18435 -2.50032 -0.35031 -0.013 0.008 -0.029 0.036
H -4.42132 -2.45821 1.23563 -0.023 0.037 0.015 0.040
H -5.47921 -0.02672 -1.85082 0.006 -0.028 -0.013 0.038
H -4.69409 1.47185 -1.34849 0.030 0.013 0.025 0.035
H -5.91708 0.73152 -0.32429 -0.007 -0.031 0.043 0.046
H -2.10080 0.08398 1.66232 -0.004 -0.045 -0.017 0.003
H -3.73528 0.11801 2.31146 -0.051 -0.006 -0.022 0.053
H -3.14553 1.46310 1.33155 0.004 0.014 -0.038 0.041